Entry 1:
29
Properties=species:S:1:pos:R:3:lowdin_charge:R:1 method="wB97M-V/def2-TZVPD" charge=+1 homo_lumo_gap_ha=0.3058 homo_ev=-12.693
C -2.74 -1.27 -2.64 0.005
C -1.78 -0.57 -1.83 0.015
C -2.43 -2.58 -3.00 -0.030
C -1.11 -2.94 -2.99 0.010
C -0.59 -1.24 -1.53 -0.015
C 0.69 1.40 3.13 -0.204
C 1.90 2.19 2.90 -0.086
C -0.86 2.11 1.24 -0.034
C 1.12 -2.88 -1.77 0.020
C 0.15 1.10 1.71 -0.432
N -0.17 -2.36 -2.16 -0.076
N 0.78 0.41 0.90 0.136
H -3.79 -0.89 -2.56 0.144
H -2.11 0.47 -1.44 0.136
H -3.17 -3.29 -3.33 0.126
H -0.67 -3.76 -3.60 0.163
H 0.06 -0.83 -0.82 0.061
H 0.70 0.41 3.41 0.096
H 0.00 1.80 3.76 0.084
H 2.40 1.74 2.07 0.062
H 2.65 1.86 3.61 0.092
H 1.65 3.23 2.72 0.104
H -1.55 1.75 0.34 0.093
H -1.43 2.53 2.02 0.050
H -0.28 2.98 0.75 0.118
H 1.52 -2.26 -0.97 0.099
H 0.96 -3.87 -1.38 0.111
H 1.92 -2.83 -2.52 0.119
H 1.48 0.01 1.43 0.031

---

Entry 2:
30
Properties=species:S:1:pos:R:3:lowdin_charge:R:1 method="wB97M-V/def2-TZVPD" charge=+1 homo_lumo_gap_ha=0.2479 homo_ev=-11.699
C 3.43 1.92 0.26 0.058
C 2.81 2.06 -1.12 -0.110
N 1.47 2.83 -1.13 -0.041
C 1.13 4.18 -1.73 0.053
N -0.31 4.57 -1.46 0.021
C -1.04 3.53 -0.64 0.065
C 0.16 2.40 -0.45 -0.051
C -0.18 1.04 0.42 -0.187
C 0.30 -0.36 -0.30 -0.127
H 3.43 0.89 0.85 0.102
H 3.84 2.94 0.71 0.101
H 3.32 1.64 -2.09 0.141
H 1.90 4.83 -2.31 0.164
H -0.68 5.47 -1.82 0.157
H -2.15 3.55 -0.24 0.146
H -1.37 0.99 0.47 0.127
H 0.18 1.14 1.55 0.133
H 0.34 -1.28 0.44 0.092
H 1.35 -0.31 -0.82 0.062
H -0.48 -0.58 -1.16 0.095
C -2.76 -3.52 0.53 -0.028
C -1.58 -3.71 1.46 -0.500
O -1.26 -2.84 2.26 0.031
C -0.82 -5.01 1.36 -0.025
H -3.21 -2.54 0.71 0.081
H -2.42 -3.56 -0.51 0.085
H -3.51 -4.29 0.72 0.090
H -0.40 -5.12 0.35 0.087
H -1.49 -5.85 1.58 0.091
H 0.00 -5.00 2.08 0.087

---

Entry 3:
32
Properties=species:S:1:pos:R:3:lowdin_charge:R:1 method="wB97M-V/def2-TZVPD" charge=+1 homo_lumo_gap_ha="0.2583 / 0.2583" homo_ev="-12.537 / -12.537"
C -2.30 0.54 0.90 -0.035
C -1.26 0.60 1.96 -0.025
C -2.30 0.02 -0.37 -0.003
C -0.34 -0.33 2.18 -0.500
C -1.09 -0.45 -1.18 -0.281
C -0.46 -1.55 -0.39 -0.225
C -0.35 1.83 -1.96 -0.007
C 0.85 -0.25 -2.72 -0.050
C 1.11 0.63 -0.35 -0.197
C 0.17 0.38 -1.50 -0.517
N 0.32 -0.37 3.35 -0.201
N 2.04 -0.53 0.05 -0.006
O 0.24 -1.72 3.79 -0.034
O 1.74 -0.03 3.33 -0.019
S -0.18 -1.92 1.26 1.236
H -3.25 0.80 1.39 0.127
H -1.25 1.45 2.69 0.166
H -3.21 -0.05 -0.95 0.121
H -1.52 -0.77 -2.14 0.157
H -0.16 -2.38 -1.02 0.091
H 0.51 2.32 -2.31 0.055
H -0.68 2.47 -1.00 0.145
H -1.05 1.89 -2.75 0.073
H 0.14 0.04 -3.55 0.107
H 1.83 0.32 -2.93 0.131
H 0.92 -1.33 -2.95 0.093
H 0.47 0.76 0.55 0.077
H 1.63 1.58 -0.48 0.134
H 2.89 -0.21 0.48 0.075
H 2.08 -1.25 -0.67 0.070
H 2.14 -0.69 2.57 0.152
H 0.32 -1.82 4.70 0.090

---

In order of appearance, DFT total energy = -500.413115 -575.399517 -1048.893251 a.u..